w | Computed, not measured: C4H8NS as an isolated structure, with the ωB97M-V functional and the def2-TZVPD basis.

## Properties
- LUMO level (eV) = -3.79
- E_HOMO (eV) = -12.93
- total charge = +1

Last column: natural (NBO) charge in e.
Cartesian coordinates (Å):
C1 1.56 0.04 -0.12  -0.1177
C2 2.76 -0.32 0.31  -0.3956
C3 0.25 -0.36 -0.81  -0.4453
C4 -0.85 0.89 -0.55  -0.2071
N1 -1.77 0.58 0.50  -0.6914
S1 0.79 1.70 0.07  0.2590
H1 3.36 -1.18 0.02  0.2457
H2 3.24 0.26 1.15  0.2414
H3 0.42 -0.43 -1.82  0.2576
H4 -0.19 -1.35 -0.64  0.2314
H5 -1.37 1.34 -1.44  0.2608
H6 -2.38 -0.19 0.44  0.4418
H7 -2.37 1.41 0.53  0.4526
H8 -1.11 0.47 1.28  0.4667

=====

x | Computed, not measured: a 2-piece molecular cluster, C4H8NS overall, with the ωB97M-V functional and the def2-TZVPD basis.

## Properties
- LUMO level (spin up / spin down) (eV) = -4.18 / -5.81
- E_HOMO (spin up / spin down) (eV) = -14.22 / -12.45
- total charge = +1

Last column: natural (NBO) charge in e.
Cartesian coordinates (Å):
C1 -0.42 1.03 -0.79  0.1051
C2 1.32 2.98 1.20  -0.2487
C3 1.00 -0.73 0.44  -0.4480
C4 -1.43 0.16 -0.13  -0.2657
N1 -0.05 -0.31 -0.53  -0.4154
S1 0.29 4.06 0.64  0.1767
H1 1.30 -1.71 0.19  0.2406
H2 1.91 -0.20 0.69  0.2727
H3 0.55 -0.80 1.50  0.2419
H4 -2.22 -0.33 -0.70  0.2597
H5 -1.61 0.02 1.00  0.2725
H6 0.09 1.92 -0.37  0.2170
H7 0.09 -0.64 -1.49  0.4603
H8 0.91 5.18 0.77  0.1314

=====

y | Computed, not measured: an isolated ion of composition C4H8NS and charge +1, with the ωB97M-V functional and the def2-TZVPD basis.

## Properties
- LUMO level (eV) = -3.82
- E_HOMO (eV) = -13.61
- SMILES = [NH3+][C@]12CC[C@H]1S2
- total charge = +1

Last column: natural (NBO) charge in e.
Cartesian coordinates (Å):
N1 0.36 1.82 -0.22  -0.7013
C1 -0.30 0.46 -0.05  -0.0319
C2 0.19 -0.46 1.03  -0.4465
C3 -0.05 -1.62 0.10  -0.4198
C4 -0.37 -0.65 -1.04  -0.2647
S1 -2.00 0.22 -0.62  0.2067
H1 -0.09 2.55 0.34  0.4516
H2 0.33 1.92 -1.25  0.4736
H3 1.26 1.96 0.27  0.4536
H4 -0.20 -0.41 2.11  0.2591
H5 1.32 -0.34 1.28  0.2331
H6 0.68 -2.39 -0.16  0.2538
H7 -0.95 -2.19 0.35  0.2430
H8 -0.19 -0.86 -2.13  0.2898

=====

It turns out y is the most stable, with the second structure 0.0254 hartree higher.

=====

w | Computed, not measured: an isolated ion of composition C4H8NS and charge +1, with the ωB97M-V functional and the def2-TZVPD basis.

## Properties
- LUMO level (spin up / spin down) (eV) = -6.58 / -6.58
- E_HOMO (spin up / spin down) (eV) = -13.47 / -13.47
- total charge = +1

Last column: natural (NBO) charge in e.
Cartesian coordinates (Å):
C1 -2.25 -0.71 0.13  -0.0009
C2 -0.45 0.94 -0.39  -0.2757
C3 0.86 1.34 0.42  -0.4655
C4 1.92 -1.54 0.10  -0.2818
N1 -1.05 -0.38 -0.11  -0.4816
S1 2.31 0.12 0.00  0.6063
H1 -2.55 -1.84 -0.03  0.2045
H2 -3.07 0.01 0.25  0.1706
H3 -1.15 1.83 -0.45  0.2258
H4 -0.24 0.75 -1.45  0.2352
H5 1.21 2.34 0.19  0.2720
H6 0.77 1.21 1.51  0.2594
H7 0.95 -1.94 0.24  0.2701
H8 2.73 -2.11 -0.42  0.2615

=====

x | Computed, not measured: a 2-piece molecular cluster, C4H8NS overall, with the ωB97M-V functional and the def2-TZVPD basis.

## Properties
- LUMO level (spin up / spin down) (eV) = -5.99 / -5.38
- E_HOMO (spin up / spin down) (eV) = -13.02 / -12.62
- total charge = +1

Last column: natural (NBO) charge in e.
Cartesian coordinates (Å):
C1 0.50 0.45 -1.64  0.0486
C2 -1.44 -3.45 0.71  -0.3863
C3 0.34 0.30 0.74  0.0927
C4 -0.58 2.10 -0.32  -0.4267
N1 0.27 0.96 -0.49  -0.3684
S1 -0.22 -2.36 1.03  0.1406
H1 0.15 0.89 -2.55  0.2255
H2 0.95 -0.53 -1.71  0.2221
H3 -1.15 -4.55 0.95  0.2591
H4 -2.38 -3.04 0.38  0.2271
H5 1.32 0.04 1.34  0.2230
H6 -0.14 2.90 0.28  0.2573
H7 -1.53 1.67 -0.03  0.2557
H8 -0.66 2.58 -1.28  0.2297

=====

It turns out w is the most stable, with the second structure 0.1219 hartree higher.

=====

w | Computed, not measured: the molecule C18H20N2O5S, with the ωB97M-V functional and the def2-TZVPD basis.

## Properties
- LUMO level (eV) = 0.09
- E_HOMO (eV) = -7.42
- SMILES = Cc1ccc(N([C@@H](C)C(=O)Nc2ccc3c(c2)OCO3)S(C)(=O)=O)cc1

Last column: natural (NBO) charge in e.
Cartesian coordinates (Å):
C1 3.44 3.32 -2.13  -0.6333
C2 2.68 2.05 -1.96  0.0147
C3 2.39 1.45 -0.67  -0.2387
C4 1.88 0.26 -0.61  -0.2013
C5 1.48 -0.37 -1.88  0.1097
N1 0.87 -1.73 -1.60  -0.7098
C6 -0.45 -1.73 -1.88  -0.1195
C7 -1.43 -3.08 -1.55  -0.5981
C8 -1.12 -0.68 -1.05  0.6536
O1 -2.17 0.08 -1.88  -0.7750
N2 -1.08 -0.58 0.22  -0.6248
C9 -1.35 0.47 1.08  0.1421
C10 -1.06 0.01 2.49  -0.2243
C11 -1.15 0.96 3.50  -0.2479
C12 -2.08 2.07 3.23  0.2372
C13 -2.69 2.14 1.89  0.2314
C14 -2.33 1.40 0.72  -0.1928
O2 -3.35 3.43 1.78  -0.4972
C15 -3.37 3.86 3.14  0.2097
O3 -2.70 2.86 4.12  -0.4848
S1 1.46 -3.02 -0.38  2.2701
C16 3.25 -2.65 -0.53  -0.8364
O4 1.15 -4.30 -0.90  -0.8416
O5 1.06 -2.25 0.76  -0.9341
C17 1.86 0.02 -3.02  -0.1981
C18 2.59 1.26 -3.12  -0.2405
H1 4.24 3.36 -3.09  0.2230
H2 2.64 3.93 -2.56  0.2336
H3 3.83 3.76 -1.25  0.2180
H4 2.93 1.97 0.05  0.2122
H5 1.95 -0.32 0.51  0.2486
H6 -0.66 -1.63 -2.89  0.2251
H7 -0.75 -3.94 -2.05  0.2205
H8 -2.35 -2.97 -1.99  0.2402
H9 -1.10 -3.44 -0.45  0.2086
H10 -0.30 -1.22 0.67  0.4480
H11 -0.21 -0.89 2.68  0.2262
H12 -0.91 0.78 4.49  0.2198
H13 -2.67 1.53 -0.11  0.2346
H14 -4.59 3.83 3.45  0.1715
H15 -2.87 4.83 3.40  0.1872
H16 3.66 -3.45 -0.26  0.2011
H17 3.74 -1.71 -0.05  0.2681
H18 3.59 -2.39 -1.66  0.2733
H19 1.40 -0.63 -3.95  0.2368
H20 2.45 1.58 -4.23  0.2330

=====

x | Computed, not measured: the molecule C18H20N2O5S, with the ωB97M-V functional and the def2-TZVPD basis.

## Properties
- LUMO level (eV) = 0.29
- E_HOMO (eV) = -7.94
- SMILES = CCN(CC)S(=O)(=O)c1cccc(C(=O)Nc2ccc3c(c2)OCO3)c1

Last column: natural (NBO) charge in e.
Cartesian coordinates (Å):
C1 4.05 -4.63 -2.83  -0.6257
C2 2.55 -4.41 -2.60  -0.2114
N1 2.24 -3.10 -2.09  -0.7043
C3 2.28 -1.97 -2.99  -0.2291
C4 0.88 -1.61 -3.49  -0.6111
S1 2.60 -2.78 -0.50  2.3204
O1 2.84 -4.03 0.16  -0.9432
O2 3.58 -1.73 -0.38  -0.9356
C5 1.02 -2.14 0.06  -0.2356
C6 0.04 -3.04 0.43  -0.1935
C7 -1.21 -2.57 0.80  -0.2107
C8 -1.46 -1.20 0.82  -0.1854
C9 -0.46 -0.30 0.45  -0.1334
C10 -0.69 1.18 0.41  0.6617
O3 -0.24 1.87 -0.48  -0.5936
N2 -1.43 1.64 1.46  -0.5887
C11 -1.83 2.94 1.76  0.1486
C12 -1.55 4.02 0.92  -0.2472
C13 -1.96 5.31 1.24  -0.2346
C14 -2.66 5.48 2.41  0.2015
C15 -2.94 4.40 3.25  0.3159
C16 -2.54 3.13 2.95  -0.3201
O4 -3.64 4.85 4.34  -0.4907
C17 -3.79 6.24 4.17  0.2365
O5 -3.17 6.63 2.96  -0.4762
C18 0.78 -0.78 0.06  -0.1859
H1 4.57 -4.50 -1.89  0.2226
H2 4.44 -3.92 -3.55  0.2022
H3 4.22 -5.64 -3.20  0.2138
H4 1.99 -4.56 -3.53  0.1986
H5 2.20 -5.13 -1.86  0.2237
H6 2.93 -2.19 -3.84  0.1969
H7 2.71 -1.13 -2.45  0.2265
H8 0.23 -1.35 -2.66  0.2121
H9 0.44 -2.45 -4.02  0.2019
H10 0.94 -0.76 -4.17  0.2151
H11 0.27 -4.09 0.42  0.2387
H12 -1.99 -3.26 1.08  0.2225
H13 -2.44 -0.85 1.09  0.2160
H14 -1.68 0.95 2.16  0.4008
H15 -1.00 3.85 0.01  0.2594
H16 -1.74 6.14 0.60  0.2309
H17 -2.76 2.31 3.61  0.2190
H18 -3.31 6.77 5.01  0.1579
H19 -4.86 6.50 4.14  0.1577
H20 1.56 -0.10 -0.23  0.2551

=====

It turns out x is the most stable, with the second structure 0.4973 hartree higher.

=====

w | Computed, not measured: an isolated ion of composition C5H11N4O and charge +1, with the ωB97M-V functional and the def2-TZVPD basis.

## Properties
- LUMO level (eV) = -4.56
- E_HOMO (eV) = -14.06
- SMILES = CCOCc1nnn(C)[nH+]1
- total charge = +1

Last column: natural (NBO) charge in e.
Cartesian coordinates (Å):
C1 3.27 -0.71 -0.42  -0.6434
C2 2.38 0.48 -0.68  -0.0724
O1 1.86 1.08 0.52  -0.4885
C3 0.86 0.37 1.15  -0.1150
C4 -0.46 0.53 0.44  0.3848
N1 -0.81 1.48 -0.41  -0.2114
N2 -2.05 1.25 -0.80  0.0888
N3 -2.48 0.21 -0.17  0.0771
C5 -3.82 -0.36 -0.29  -0.4307
N4 -1.52 -0.26 0.63  -0.3045
H1 4.25 -0.40 -0.07  0.2319
H2 2.86 -1.41 0.30  0.1991
H3 3.41 -1.26 -1.35  0.2314
H4 2.93 1.27 -1.16  0.2187
H5 1.55 0.22 -1.35  0.1573
H6 1.06 -0.70 1.25  0.2004
H7 0.74 0.78 2.15  0.2459
H8 -3.77 -1.42 -0.06  0.2397
H9 -4.14 -0.23 -1.32  0.2733
H10 -4.49 0.16 0.39  0.2557
H11 -1.63 -1.06 1.24  0.4618

=====

x | Computed, not measured: C5H11N4O as an isolated structure, with the ωB97M-V functional and the def2-TZVPD basis.

## Properties
- LUMO level (eV) = -2.90
- E_HOMO (eV) = -13.72
- total charge = +1

Last column: natural (NBO) charge in e.
Cartesian coordinates (Å):
C1 -0.68 1.25 1.05  0.3150
C2 0.84 1.02 -1.77  0.6548
C3 -0.51 0.65 -1.05  0.1352
C4 -0.11 -0.65 2.58  -0.3904
C5 -0.31 -2.04 -0.05  -0.4528
N1 -1.01 1.48 -0.15  -0.4687
N2 -0.06 0.01 1.25  -0.2755
N3 0.67 1.94 -2.81  -0.8158
N4 0.20 -0.66 0.09  -0.3037
O1 1.84 0.41 -1.59  -0.5679
H1 -0.78 1.99 1.96  0.2571
H2 -1.09 0.07 -1.67  0.2212
H3 0.24 -1.61 2.31  0.2165
H4 0.47 0.03 3.15  0.2335
H5 -1.05 -0.74 2.92  0.2089
H6 -0.42 -2.54 0.98  0.2230
H7 -1.27 -2.24 -0.39  0.2369
H8 0.38 -2.70 -0.52  0.2494
H9 -0.18 2.55 -2.92  0.4281
H10 1.58 2.33 -3.15  0.4303
H11 1.25 -0.56 -0.20  0.4649

=====

It turns out w is the most stable, with the second structure 0.0056 hartree higher.